# 1
13 unconnected molecules or ions with the total composition C56H107F6N14O16S2 at a distorted geometry, computed with ωB97M-V with the def2-TZVPD basis set.

```
! wB97M-V def2-TZVPD RIJCOSX def2/J DEFGRID3
* xyz 3 1
C -0.034 3.240 -3.830
O 0.934 2.727 -4.794
C 0.465 2.707 -6.117
C 1.602 2.097 -6.933
N 2.017 0.783 -6.312
H 2.352 0.958 -5.322
H 1.193 0.186 -6.148
C 3.020 -0.040 -7.012
C 4.413 0.491 -7.093
O 4.441 1.819 -7.500
C 5.769 2.343 -7.412
H 0.532 3.524 -2.927
H -0.728 2.449 -3.607
H -0.516 4.096 -4.273
H 0.301 3.710 -6.542
H -0.484 2.166 -6.205
H 2.474 2.744 -6.795
H 1.521 1.878 -7.981
H 2.717 -0.245 -8.027
H 3.169 -0.961 -6.428
H 4.920 -0.196 -7.798
H 4.953 0.401 -6.147
H 6.432 1.827 -8.119
H 6.082 2.191 -6.389
H 5.638 3.391 -7.702
C -8.403 -4.131 6.734
O -7.865 -5.067 5.838
C -8.545 -5.224 4.531
C -7.701 -4.444 3.551
N -6.260 -4.895 3.611
H -5.819 -4.517 4.443
H -6.190 -5.914 3.699
C -5.388 -4.577 2.431
C -4.863 -3.127 2.417
O -4.359 -2.960 3.710
C -3.510 -1.819 3.881
H -9.115 -4.597 7.439
H -8.782 -3.231 6.242
H -7.619 -3.757 7.427
H -9.549 -4.841 4.590
H -8.552 -6.303 4.274
H -7.625 -3.382 3.699
H -8.103 -4.646 2.559
H -5.896 -4.920 1.525
H -4.478 -5.175 2.663
H -5.631 -2.416 2.079
H -4.048 -3.063 1.695
H -2.844 -1.869 3.003
H -2.974 -1.894 4.818
H -4.150 -0.956 3.766
C -5.282 -2.227 -7.946
C -5.378 -1.501 -6.610
N -4.285 -1.926 -5.687
C -3.994 -3.236 -5.363
C -2.958 -3.203 -4.492
N -2.651 -1.834 -4.314
C -3.441 -1.136 -5.093
C -1.393 -1.394 -3.647
H -5.979 -1.746 -8.614
H -5.397 -3.311 -7.852
H -4.256 -2.161 -8.333
H -6.330 -1.679 -6.089
H -5.329 -0.420 -6.705
H -4.377 -4.134 -5.828
H -2.352 -3.952 -3.977
H -3.511 -0.072 -5.114
H -1.563 -1.642 -2.589
H -1.207 -0.310 -3.734
H -0.546 -1.935 -4.070
C 2.013 -3.502 0.274
C 1.702 -3.119 1.668
N 0.635 -4.066 2.213
C -0.112 -3.800 3.359
C -0.967 -4.830 3.495
N -0.646 -5.750 2.526
C 0.286 -5.261 1.749
C -1.259 -7.109 2.334
H 2.778 -2.795 -0.095
H 1.157 -3.383 -0.380
H 2.465 -4.474 0.128
H 1.209 -2.156 1.729
H 2.550 -3.131 2.325
H -0.067 -2.854 3.887
H -1.712 -4.978 4.249
H 0.620 -5.723 0.849
H -0.824 -7.530 1.419
H -2.334 -7.036 2.136
H -1.014 -7.664 3.239
C -0.995 -0.682 0.482
C -0.382 0.453 -0.264
N 1.037 0.714 0.139
C 2.097 0.872 -0.764
C 3.199 1.101 -0.007
N 2.829 0.889 1.281
C 1.534 0.702 1.357
C 3.720 1.018 2.464
H -0.952 -0.620 1.580
H -0.592 -1.665 0.188
H -2.029 -0.633 0.163
H -0.951 1.376 -0.281
H -0.306 0.112 -1.303
H 1.991 0.968 -1.811
H 4.162 1.466 -0.322
H 0.936 0.734 2.255
H 3.185 1.140 3.396
H 4.496 1.743 2.206
H 4.230 0.045 2.546
C -3.452 2.927 4.153
C -3.065 2.073 2.999
N -2.074 2.797 2.132
C -0.751 2.807 2.426
C -0.137 3.594 1.518
N -1.144 3.994 0.677
C -2.285 3.467 1.033
C -0.880 4.920 -0.472
H -2.590 2.941 4.806
H -4.277 2.392 4.644
H -3.731 3.893 3.762
H -3.928 1.795 2.382
H -2.500 1.197 3.384
H -0.452 2.262 3.308
H 0.887 3.949 1.428
H -3.201 3.593 0.489
H -1.624 5.702 -0.418
H -1.037 4.367 -1.391
H 0.146 5.293 -0.450
C 3.079 3.123 5.919
C 2.094 3.320 4.725
N 1.034 4.350 5.096
C -0.064 4.139 5.965
C -0.662 5.297 6.066
N 0.015 6.238 5.293
C 1.030 5.629 4.797
C -0.198 7.716 5.328
H 2.488 2.674 6.724
H 3.452 4.076 6.253
H 3.829 2.398 5.630
H 1.560 2.389 4.506
H 2.505 3.664 3.768
H -0.182 3.145 6.354
H -1.567 5.485 6.614
H 1.787 6.124 4.226
H 0.638 8.249 4.872
H -0.316 7.977 6.374
H -1.064 7.961 4.736
C 7.729 2.933 -2.815
C 6.393 2.351 -2.289
N 6.660 1.618 -1.014
C 7.101 2.230 0.162
C 7.460 1.259 0.984
N 7.358 0.075 0.283
C 6.952 0.332 -0.965
C 7.936 -1.156 0.868
H 8.408 2.089 -2.995
H 8.145 3.560 -2.040
H 7.519 3.552 -3.699
H 5.970 1.702 -3.080
H 5.734 3.186 -2.088
H 7.126 3.303 0.252
H 7.841 1.343 1.981
H 6.841 -0.430 -1.725
H 7.508 -1.378 1.849
H 9.011 -1.057 0.909
H 7.660 -1.957 0.202
C -4.113 1.093 -1.569
C -3.016 1.866 -2.370
O -2.611 2.993 -2.014
O -2.688 1.365 -3.480
H -5.035 1.695 -1.600
H -3.917 0.969 -0.501
H -4.294 0.114 -2.039
C 2.850 4.482 -0.985
C 3.504 3.824 0.267
O 2.874 3.846 1.323
O 4.656 3.383 0.175
H 1.883 4.047 -1.253
H 3.502 4.369 -1.888
H 2.721 5.559 -0.841
C 0.524 -0.360 6.203
C -0.038 0.303 5.007
O 0.508 0.078 3.905
O -1.001 1.080 5.050
H 0.092 -1.347 6.451
H 0.373 0.263 7.087
H 1.560 -0.583 5.972
C 2.666 -1.999 -3.493
F 2.041 -1.831 -4.717
F 1.726 -1.838 -2.560
F 3.056 -3.281 -3.470
S 4.063 -0.711 -3.328
O 3.471 0.586 -3.556
O 4.527 -0.841 -1.939
O 5.039 -1.129 -4.291
C -2.519 -4.336 -0.376
F -3.130 -3.373 -1.109
F -1.690 -3.664 0.563
F -3.478 -4.982 0.349
S -1.463 -5.440 -1.553
O -0.521 -4.529 -2.134
O -0.844 -6.467 -0.738
O -2.365 -5.990 -2.542
*
```

Properties
Lowest unoccupied orbital energy (eV): -5.126
Highest occupied orbital energy (Ha): -0.48596
Kohn-Sham gap (eV): 8.0981

# 2
14 unconnected molecules or ions with the total composition C56H112O17S3 at a distorted geometry, computed with ωB97M-V with the def2-TZVPD basis set.

```
! wB97M-V def2-TZVPD RIJCOSX def2/J DEFGRID3
* xyz 0 1
C 8.710 12.548 14.830
C 9.294 11.248 14.243
C 8.662 10.207 15.159
O 8.112 10.898 16.285
C 8.638 12.205 16.299
H 7.675 12.701 14.480
H 9.342 13.403 14.602
H 10.368 11.357 14.432
H 9.019 11.154 13.216
H 9.452 9.504 15.425
H 7.860 9.611 14.720
H 9.648 12.181 16.689
H 7.977 12.840 16.883
C 12.454 15.964 20.165
C 13.515 16.373 21.197
C 13.279 17.889 21.300
O 12.750 18.307 20.021
C 12.460 17.180 19.256
H 11.488 15.784 20.639
H 12.645 15.072 19.593
H 14.515 16.106 20.826
H 13.395 15.873 22.152
H 14.161 18.472 21.537
H 12.514 18.124 22.040
H 13.215 16.980 18.495
H 11.468 17.316 18.779
C 12.881 9.202 12.902
C 14.401 8.897 12.567
C 14.725 7.799 13.583
O 13.956 8.060 14.720
C 12.659 8.454 14.253
H 12.296 8.826 12.062
H 12.778 10.313 12.907
H 15.072 9.752 12.816
H 14.652 8.558 11.553
H 15.754 7.766 13.925
H 14.391 6.849 13.171
H 12.192 9.137 14.974
H 12.045 7.572 14.097
C 10.537 8.446 19.441
C 11.979 7.926 19.266
C 12.240 8.206 17.796
O 11.651 9.487 17.571
C 10.581 9.631 18.480
H 10.290 8.695 20.492
H 9.859 7.662 19.120
H 12.098 6.848 19.395
H 12.662 8.511 19.893
H 11.828 7.428 17.141
H 13.308 8.246 17.551
H 9.622 9.712 17.964
H 10.761 10.532 19.039
C 19.241 9.584 13.324
C 18.684 10.075 14.670
C 17.890 11.330 14.263
O 17.285 11.007 12.988
C 18.194 10.086 12.284
H 19.288 8.498 13.326
H 20.206 10.018 13.074
H 19.382 10.325 15.459
H 18.020 9.298 15.075
H 18.631 12.109 14.162
H 17.058 11.569 14.948
H 18.667 10.433 11.399
H 17.654 9.248 11.903
C 18.691 13.792 18.110
C 19.555 12.517 18.269
C 20.702 12.804 17.256
O 20.112 13.519 16.192
C 19.229 14.437 16.797
H 18.703 14.524 18.900
H 17.633 13.571 17.944
H 18.922 11.716 17.895
H 19.890 12.185 19.251
H 21.192 11.895 16.900
H 21.484 13.387 17.747
H 18.463 14.621 16.046
H 19.765 15.344 17.080
C 17.156 19.316 18.056
C 16.130 18.164 18.192
C 17.056 16.948 18.338
O 18.385 17.416 18.414
C 18.378 18.766 18.821
H 16.779 20.294 18.417
H 17.484 19.394 17.020
H 15.457 18.058 17.333
H 15.491 18.266 19.074
H 16.952 16.242 17.513
H 16.772 16.317 19.213
H 19.355 19.197 18.620
H 18.113 18.795 19.878
C 13.849 11.095 22.180
C 14.248 11.120 20.680
C 15.279 12.247 20.597
O 15.700 12.466 21.938
C 14.501 12.350 22.704
H 14.212 10.199 22.660
H 12.803 11.013 22.290
H 13.381 11.370 20.077
H 14.676 10.164 20.322
H 14.816 13.168 20.216
H 16.159 11.961 20.026
H 13.869 13.213 22.529
H 14.790 12.310 23.751
C 7.890 15.980 17.340
C 8.780 16.138 16.086
C 10.132 15.641 16.608
O 9.865 14.960 17.890
C 8.906 15.781 18.491
H 7.341 15.049 17.301
H 7.197 16.757 17.665
H 8.691 17.160 15.735
H 8.438 15.457 15.312
H 10.817 16.486 16.723
H 10.701 14.922 16.015
H 9.394 16.740 18.832
H 8.500 15.322 19.381
C 17.793 17.873 13.986
C 16.289 18.075 13.686
C 15.777 16.708 14.067
O 16.789 15.755 13.690
C 18.056 16.418 13.618
H 17.981 18.057 15.050
H 18.358 18.601 13.412
H 16.243 18.200 12.587
H 15.769 18.908 14.186
H 14.858 16.317 13.631
H 15.628 16.637 15.133
H 18.489 16.260 12.620
H 18.773 16.093 14.386
C 8.515 12.064 19.822
C 8.166 11.520 21.218
C 9.553 11.362 21.873
O 10.568 11.737 20.948
C 9.889 12.682 20.080
H 7.779 12.748 19.382
H 8.644 11.261 19.098
H 7.649 10.586 21.127
H 7.503 12.241 21.716
H 9.778 10.361 22.213
H 9.591 11.996 22.756
H 10.519 12.788 19.206
H 9.830 13.639 20.620
C 15.602 12.374 10.564
C 15.716 13.603 11.551
C 16.037 14.836 10.626
S 16.381 14.258 8.977
O 17.541 14.893 8.425
O 15.154 14.358 8.200
C 16.650 12.612 9.413
H 14.610 12.503 10.096
H 15.728 11.436 11.132
H 16.502 13.497 12.291
H 14.781 13.811 12.032
H 16.788 15.535 10.953
H 15.082 15.318 10.520
H 17.662 12.582 9.751
H 16.485 12.000 8.520
C 10.630 12.608 9.029
C 11.803 13.551 8.847
C 11.871 14.337 10.186
S 11.242 13.301 11.471
O 10.072 13.844 12.104
O 12.387 12.948 12.267
C 10.750 12.048 10.404
H 10.507 11.833 8.262
H 9.691 13.153 8.906
H 11.557 14.251 8.051
H 12.710 12.996 8.626
H 11.176 15.165 10.061
H 12.855 14.737 10.456
H 9.851 11.600 10.830
H 11.512 11.294 10.400
C 13.884 11.944 15.354
C 12.550 12.242 16.046
C 12.905 13.161 17.237
S 14.204 14.252 16.687
O 15.408 14.073 17.526
O 13.703 15.603 16.494
C 14.462 13.375 15.193
H 13.793 11.460 14.393
H 14.520 11.313 15.999
H 12.083 11.325 16.404
H 11.889 12.767 15.346
H 13.368 12.638 18.053
H 12.044 13.716 17.609
H 15.500 13.434 14.936
H 13.850 13.798 14.388
*
```

Properties
Lowest unoccupied orbital energy (eV): 0.309
Highest occupied orbital energy (Ha): -0.33718
Kohn-Sham gap (eV): 9.4844